{"formula": "C65H144F3O3P4S", "method": "the ωB97M-V functional and the def2-TZVPD basis", "charge": 3, "de_lowest_kj_mol": 588.6, "lumo_ev": -4.6156, "gap_ev": 6.82, "spin_multiplicity": 1, "elements": ["C", "F", "F", "F", "S", "O", "O", "O", "C", "C", "C", "C", "P", "C", "C", "C", "C", "C", "C", "C", "C", "C", "C", "C", "C", "H", "H", "H", "H", "H", "H", "H", "H", "H", "H", "H", "H", "H", "H", "H", "H", "H", "H", "H", "H", "H", "H", "H", "H", "H", "H", "H", "H", "H", "H", "H", "H", "H", "H", "H", "H", "C", "C", "C", "C", "P", "C", "C", "C", "C", "C", "C", "C", "C", "C", "C", "C", "C", "H", "H", "H", "H", "H", "H", "H", "H", "H", "H", "H", "H", "H", "H", "H", "H", "H", "H", "H", "H", "H", "H", "H", "H", "H", "H", "H", "H", "H", "H", "H", "H", "H", "H", "H", "H", "C", "C", "C", "C", "P", "C", "C", "C", "C", "C", "C", "C", "C", "C", "C", "C", "C", "H", "H", "H", "H", "H", "H", "H", "H", "H", "H", "H", "H", "H", "H", "H", "H", "H", "H", "H", "H", "H", "H", "H", "H", "H", "H", "H", "H", "H", "H", "H", "H", "H", "H", "H", "H", "C", "C", "C", "C", "P", "C", "C", "C", "C", "C", "C", "C", "C", "C", "C", "C", "C", "H", "H", "H", "H", "H", "H", "H", "H", "H", "H", "H", "H", "H", "H", "H", "H", "H", "H", "H", "H", "H", "H", "H", "H", "H", "H", "H", "H", "H", "H", "H", "H", "H", "H", "H", "H"], "positions_angstrom": [[0.8651, -0.2551, -3.0593], [2.0857, -0.0250, -2.5446], [-0.0326, 0.3516, -2.3007], [0.8424, 0.2411, -4.2696], [0.4423, -2.1403, -3.0317], [-0.8952, -2.2647, -3.6281], [1.5155, -2.7244, -3.8234], [0.3724, -2.6582, -1.6073], [-5.6762, -3.3492, -4.6385], [-6.8359, -4.1736, -3.8808], [-6.5766, -4.6571, -2.5413], [-5.5707, -5.7739, -2.4632], [-4.9053, -6.2820, -0.7912], [-4.4291, -4.7420, 0.2218], [-5.5612, -4.1304, 1.1372], [-5.1203, -2.8565, 1.8483], [-5.9747, -2.5388, 2.9675], [-3.2316, -7.1034, -0.9882], [-3.1405, -8.1697, -2.1120], [-2.3692, -9.4483, -1.7952], [-3.1461, -10.3307, -0.8655], [-6.1211, -7.3245, 0.0480], [-5.7763, -7.8270, 1.4966], [-6.4867, -9.1973, 1.9048], [-8.0496, -9.1702, 1.8345], [-4.9741, -4.1520, -4.8637], [-5.1390, -2.5894, -4.0708], [-5.9544, -2.9519, -5.6146], [-7.0874, -5.0482, -4.4808], [-7.7320, -3.5599, -3.9730], [-7.5277, -4.9951, -2.1300], [-6.2411, -3.9198, -1.8120], [-4.6796, -5.3489, -2.9252], [-5.8984, -6.6689, -2.9921], [-4.0578, -3.9273, -0.3997], [-3.6267, -5.0597, 0.8876], [-5.9377, -4.8913, 1.8208], [-6.4559, -4.0034, 0.5277], [-5.0115, -2.1545, 1.0215], [-4.1264, -2.9930, 2.2745], [-6.9161, -2.0653, 2.6889], [-5.5541, -1.7623, 3.6065], [-6.1618, -3.3325, 3.6908], [-3.1521, -7.5806, -0.0114], [-2.3303, -6.5050, -1.1203], [-2.7835, -7.7344, -3.0454], [-4.1558, -8.4331, -2.4084], [-1.3485, -9.1969, -1.5069], [-2.1401, -9.9147, -2.7534], [-3.3061, -9.8277, 0.0881], [-2.4547, -11.1671, -0.7629], [-4.0209, -10.7082, -1.3948], [-6.1903, -8.0978, -0.7171], [-7.0414, -6.7413, 0.0152], [-5.8797, -7.1268, 2.3256], [-4.6943, -7.9540, 1.5308], [-6.2626, -9.5427, 2.9141], [-6.0665, -9.9150, 1.2002], [-8.4699, -9.9369, 2.4853], [-8.3249, -9.4622, 0.8211], [-8.4028, -8.1798, 2.1218], [0.9780, -5.5448, 5.1293], [1.4550, -4.2348, 4.7370], [1.0402, -2.9265, 5.3692], [1.2983, -2.9180, 6.9041], [0.5194, -1.4815, 7.8050], [-0.9443, -2.0383, 8.8281], [-2.0821, -2.7623, 8.0727], [-3.0977, -3.5482, 8.8403], [-4.3040, -4.1731, 8.0416], [1.7391, -0.7638, 8.9708], [2.8781, -0.1229, 8.1945], [3.8334, 0.6677, 9.1704], [4.6049, -0.1803, 10.2173], [0.1123, -0.1876, 6.6954], [-0.3994, 1.1053, 7.3125], [-0.3876, 2.2452, 6.1738], [-1.4685, 1.9911, 5.1997], [0.9825, -5.8923, 6.1624], [1.3648, -6.2835, 4.4273], [-0.0865, -5.4840, 4.9028], [1.3239, -4.2535, 3.6551], [2.5171, -4.2710, 4.9797], [0.0102, -2.7032, 5.0910], [1.6474, -2.1933, 4.8384], [2.3844, -2.9649, 6.9839], [1.0465, -3.8487, 7.4125], [-1.3863, -1.1612, 9.3007], [-0.4944, -2.6168, 9.6350], [-1.8055, -3.3504, 7.1977], [-2.5549, -1.9668, 7.4966], [-3.4400, -3.0619, 9.7537], [-2.5014, -4.3487, 9.2781], [-4.7859, -4.9529, 8.6315], [-3.9328, -4.6356, 7.1271], [-5.0431, -3.4208, 7.7664], [2.0758, -1.5834, 9.6056], [1.1799, -0.0137, 9.5300], [2.4622, 0.5763, 7.4690], [3.4311, -0.9650, 7.7784], [3.2500, 1.4231, 9.6967], [4.4604, 1.2504, 8.4955], [5.2818, -0.8448, 9.6803], [3.9489, -0.6589, 10.9445], [5.0932, 0.5708, 10.8382], [-0.6805, -0.6191, 6.0844], [0.7946, -0.0267, 5.8607], [0.1568, 1.4615, 8.1796], [-1.4128, 0.8837, 7.6473], [0.6395, 2.2813, 5.8106], [-0.6279, 3.1999, 6.6416], [-1.6633, 2.8610, 4.5724], [-2.4103, 1.8202, 5.7212], [-1.2546, 1.1295, 4.5673], [8.1306, -0.0312, -2.7980], [8.2828, 1.4305, -2.9371], [7.7684, 2.2200, -1.7578], [8.8272, 2.5540, -0.6132], [8.0837, 3.1776, 1.0187], [7.8337, 1.8525, 2.2079], [7.1783, 0.6471, 1.5739], [7.2037, -0.5672, 2.5990], [8.5170, -1.3362, 2.8186], [9.2735, 4.4081, 1.6911], [10.6435, 3.9608, 2.2756], [11.7065, 3.4859, 1.2272], [13.0104, 2.8410, 1.8686], [6.6314, 4.1711, 0.7705], [5.3487, 3.3918, 0.6707], [4.1786, 4.1439, -0.0891], [4.0768, 5.5604, 0.3446], [7.2991, -0.3837, -3.4083], [8.2123, -0.2519, -1.7338], [9.1199, -0.4403, -3.0028], [7.6843, 1.6912, -3.8100], [9.2972, 1.5861, -3.3044], [6.8130, 1.7940, -1.4516], [7.2407, 3.0511, -2.2257], [9.4342, 3.3763, -0.9919], [9.4849, 1.7136, -0.3912], [7.0645, 2.1415, 2.9241], [8.7896, 1.6512, 2.6914], [7.6178, 0.4305, 0.6002], [6.1071, 0.7721, 1.4156], [6.5077, -1.2431, 2.1022], [6.7774, -0.3019, 3.5664], [8.4387, -2.3725, 3.1474], [9.1971, -0.8526, 3.5198], [9.0734, -1.2945, 1.8823], [8.7473, 4.7276, 2.5906], [9.5023, 5.2810, 1.0797], [10.4828, 3.1884, 3.0277], [11.1340, 4.7256, 2.8776], [12.0731, 4.3932, 0.7471], [11.1909, 2.9297, 0.4443], [12.6753, 2.1658, 2.6559], [13.6859, 3.5846, 2.2914], [13.5839, 2.4445, 1.0308], [6.7284, 4.6108, -0.2222], [6.6184, 5.0190, 1.4553], [5.1311, 3.0427, 1.6801], [5.5331, 2.4353, 0.1815], [3.2286, 3.6118, -0.0404], [4.2957, 4.1131, -1.1723], [4.9121, 6.1313, -0.0610], [4.1837, 5.5916, 1.4289], [3.0628, 5.8863, 0.1130], [-4.3781, 3.9456, -2.8205], [-4.6521, 3.3493, -4.2314], [-4.4620, 4.4670, -5.2174], [-3.1891, 5.3023, -5.2016], [-2.9878, 6.2755, -6.7477], [-1.7527, 7.6279, -6.5731], [-0.6325, 7.3688, -5.5896], [0.0535, 8.6680, -4.9908], [0.6489, 9.5964, -6.1483], [-4.6153, 6.9208, -7.5114], [-5.4202, 6.0299, -8.3578], [-6.5818, 6.6716, -9.0019], [-7.1062, 6.0890, -10.3245], [-2.1892, 5.0808, -7.9463], [-2.7719, 3.5839, -8.2360], [-2.0534, 3.1464, -9.5545], [-2.3661, 1.6973, -9.9941], [-4.7542, 3.5093, -1.8952], [-4.8768, 4.8876, -2.5926], [-3.3009, 4.0878, -2.7343], [-5.5880, 2.8009, -4.3385], [-3.8378, 2.6415, -4.3868], [-5.3359, 5.1107, -5.3183], [-4.4824, 3.9066, -6.1521], [-2.3146, 4.6553, -5.2714], [-3.1383, 5.9245, -4.3080], [-2.1955, 8.5281, -6.1469], [-1.3712, 7.8415, -7.5716], [0.1504, 6.8391, -6.1325], [-0.9036, 6.7715, -4.7191], [0.8193, 8.4700, -4.2408], [-0.6382, 9.1728, -4.3164], [1.6533, 9.2857, -6.4361], [0.6644, 10.6681, -5.9504], [0.0555, 9.6691, -7.0597], [-4.1043, 7.6281, -8.1646], [-5.1473, 7.4662, -6.7318], [-5.7908, 5.1576, -7.8195], [-4.7862, 5.6960, -9.1792], [-6.3270, 7.6779, -9.3344], [-7.4175, 6.6790, -8.3022], [-7.7228, 5.2115, -10.1291], [-6.2497, 5.6887, -10.8669], [-7.7165, 6.6589, -11.0251], [-1.1208, 5.0796, -7.7303], [-2.2348, 5.6809, -8.8551], [-3.8595, 3.5125, -8.2500], [-2.3425, 2.8767, -7.5264], [-0.9742, 3.2508, -9.4425], [-2.2955, 3.7437, -10.4335], [-3.4169, 1.4818, -9.8007], [-1.8346, 0.9530, -9.4012], [-2.2960, 1.6401, -11.0803]], "forces_ev_per_angstrom": [[-0.01, -2.62, 0.98], [0.02, 0.13, 0.10], [-0.45, 0.95, 0.37], [-0.16, 0.45, -0.87], [-1.03, -2.97, 1.46], [0.93, 1.13, 0.01], [-0.26, 0.88, 0.46], [0.81, 2.08, -2.32], [-0.29, -2.13, 0.59], [0.26, 2.26, -3.35], [-0.56, -0.37, 3.15], [1.12, -0.34, 0.64], [1.77, 2.41, -0.30], [-1.53, -0.31, 0.67], [0.09, -1.53, -0.89], [1.46, -1.68, -1.72], [-1.80, 2.15, 2.07], [-0.57, -1.05, -0.36], [-0.85, 0.27, -0.55], [0.12, 1.48, -1.05], [1.47, -0.68, -0.57], [0.39, 0.34, 0.83], [0.11, -1.20, 0.22], [-0.26, 0.90, -0.68], [1.34, -0.28, -0.53], [0.61, 0.34, -0.19], [-0.35, -0.04, 0.25], [-0.43, 0.02, 0.26], [0.16, -0.04, -0.38], [-0.15, 0.00, 0.63], [-0.19, -0.17, 0.12], [-0.01, 0.63, -0.28], [0.39, -0.49, -0.27], [0.17, -0.08, -0.10], [0.20, -0.35, -0.44], [0.21, -0.12, -0.19], [0.46, -0.10, 0.45], [-0.05, 0.68, -0.22], [-0.16, 0.75, 0.52], [0.38, -0.26, -0.37], [-0.35, -0.46, -0.15], [0.40, 0.20, -0.06], [-0.06, -0.43, -0.45], [0.23, -0.20, 0.16], [-0.58, 0.95, 0.35], [0.37, 0.41, 0.22], [-0.29, -0.48, 0.10], [-0.04, 0.09, 0.82], [-0.52, -0.40, -0.09], [-0.39, -0.35, 0.04], [-0.46, -0.42, 0.78], [-0.30, 0.19, 0.49], [-0.37, -0.66, 0.35], [-0.18, -0.07, -0.06], [-0.75, 0.60, -0.50], [0.17, -0.57, -0.10], [0.69, 0.45, -0.05], [-0.24, -0.38, 0.13], [0.03, 0.20, 0.10], [-0.45, 0.47, -0.02], [-0.31, -0.13, -0.12], [-2.94, -1.50, 0.32], [2.67, 0.84, -0.03], [-0.99, -0.38, 0.03], [-0.09, 0.42, -0.58], [0.96, -1.28, 1.29], [0.25, -0.30, -0.69], [-0.24, 1.38, -1.90], [-0.36, -1.29, 1.00], [1.19, 0.65, 0.37], [-0.89, -0.44, -0.62], [0.59, 0.11, 1.78], [-0.92, -0.57, -0.55], [-0.62, 1.43, -0.76], [-0.94, 0.04, -1.49], [-0.01, 1.11, -1.00], [-0.03, -0.78, 2.69], [-0.63, -0.17, -1.14], [0.69, 0.15, 0.04], [0.19, -0.18, 0.45], [-0.54, -0.61, -0.01], [0.27, 0.80, -0.05], [0.63, 0.19, -0.68], [-0.31, 0.05, 0.30], [0.01, 0.37, 0.42], [0.18, 0.76, 0.43], [-0.73, -0.01, -0.13], [0.24, 0.21, 0.05], [0.04, -0.27, 0.02], [0.92, -0.60, 0.29], [-0.55, 0.49, 0.22], [-0.27, 0.55, -0.23], [-0.16, -0.59, -0.03], [0.03, 0.16, 0.04], [0.00, -0.04, -0.07], [0.03, 0.02, 0.06], [0.01, 0.19, 0.27], [0.05, -0.11, 0.37], [0.32, -0.19, -0.28], [0.22, 0.37, -0.67], [-0.26, 0.00, 0.04], [0.58, -0.16, 0.30], [0.12, -0.14, 0.59], [-0.11, -0.48, -0.42], [0.73, -0.31, -0.13], [-0.61, -0.07, 0.09], [0.89, -0.01, 0.54], [0.23, -0.17, -0.07], [-0.16, 0.46, 0.08], [-0.12, 0.12, -0.39], [0.37, 0.02, 0.27], [0.21, -0.10, -0.23], [-0.02, -0.16, 0.07], [-0.18, 0.01, -0.19], [1.66, -0.96, 0.92], [-0.07, 0.58, -1.32], [-0.38, 0.76, 0.07], [-2.23, 0.32, -0.36], [2.37, 0.82, -1.07], [-0.79, 0.46, -0.25], [0.34, -1.67, 1.16], [0.01, -0.55, -1.20], [0.64, 1.03, -0.52], [1.03, -0.31, 1.43], [0.82, -1.27, -0.54], [0.39, 1.07, 1.14], [-1.60, 0.72, -0.96], [-0.31, 0.51, -1.39], [-1.28, -0.86, -0.30], [0.86, -1.49, 0.07], [-0.30, 0.04, 0.85], [0.24, -0.72, 0.69], [-1.38, -0.51, 0.30], [-0.38, -0.75, -1.20], [-0.07, 0.47, 0.02], [0.17, 0.90, 0.65], [0.42, -1.09, 0.83], [1.01, 1.36, 0.45], [0.12, 0.02, 0.21], [-0.13, -0.11, 0.00], [0.53, 0.69, 0.48], [-0.06, -0.16, 0.03], [0.09, -0.56, 0.11], [0.14, 0.52, -0.14], [-0.14, -0.32, 0.37], [-0.21, 0.36, -0.12], [-0.41, 0.12, -0.15], [-0.17, 0.18, 0.27], [0.05, -0.46, -0.18], [-0.36, 0.50, -0.06], [-0.74, -0.12, -0.47], [-0.11, -0.42, -0.08], [-0.46, 0.55, -0.20], [-0.19, 0.12, -0.34], [0.50, -0.56, 0.15], [0.58, -0.47, -0.27], [-0.42, 0.25, 0.21], [-0.08, -0.76, 0.38], [0.60, 0.28, -0.17], [-0.04, -0.22, 0.25], [-0.86, 0.36, 0.20], [0.05, 0.10, -0.43], [0.04, -0.17, 0.83], [0.80, -0.08, -0.16], [-0.51, 0.46, -0.20], [-0.16, 0.24, 0.19], [0.40, 0.77, -0.23], [-0.55, 0.20, 0.63], [1.09, 0.60, 2.38], [-0.89, -0.50, -2.21], [-0.05, 0.24, -0.06], [-0.50, -1.42, -0.42], [-0.79, 0.39, 0.74], [2.16, 0.16, 0.81], [-0.29, 0.65, -1.52], [-0.61, -0.06, 0.67], [2.63, 0.84, 1.29], [0.18, -2.23, -0.82], [-2.02, 1.86, -1.36], [0.38, -2.07, 0.21], [-1.42, -0.16, 0.12], [2.27, 1.36, -0.70], [-0.65, -0.59, -0.38], [-0.82, 0.59, 0.63], [0.32, -1.42, -0.35], [0.11, 0.72, -1.01], [-0.07, 0.08, 0.29], [-0.06, 0.39, -0.08], [-0.12, -0.31, -0.15], [-0.10, 0.19, 0.50], [0.11, 0.28, -0.56], [0.19, -0.09, 0.44], [0.18, 0.08, -0.07], [-0.80, 0.12, -0.55], [-0.11, 0.10, -0.01], [0.15, -0.32, 0.22], [-0.31, -0.21, -0.20], [0.42, -0.71, -0.52], [-0.62, 0.41, -0.59], [-0.07, -0.06, 0.09], [0.36, -0.08, 0.88], [-0.30, -0.84, -0.09], [-0.39, 0.67, -0.12], [-0.05, 0.04, 0.00], [0.27, -0.22, 0.05], [0.26, -0.45, 0.06], [0.07, 0.48, 0.76], [0.00, 0.58, 0.10], [-0.03, -0.22, 0.10], [0.06, 0.12, -0.38], [0.31, 0.74, 0.54], [0.01, -0.32, 0.36], [-0.16, -0.18, -0.47], [0.18, 0.14, -0.19], [-0.41, 0.23, 0.59], [0.06, 0.08, 0.26], [-0.29, 0.55, 0.30], [-0.24, 0.09, 0.06], [0.36, -0.04, -0.52], [0.62, -0.49, 0.19]], "mulliken_charge": [0.558, -0.225, -0.219, -0.218, 1.074, -0.651, -0.657, -0.662, -1.185, -0.882, -0.213, -0.981, -0.018, -1.220, -0.335, -0.374, -1.451, -0.905, -0.748, -0.939, -0.929, -0.544, -0.779, -0.620, -1.136, 0.331, 0.309, 0.373, 0.344, 0.424, 0.317, 0.249, 0.453, 0.619, 0.584, 0.699, 0.100, 0.312, 0.349, 0.322, 0.342, 0.410, 0.342, 0.622, 0.662, 0.495, 0.294, 0.374, 0.421, 0.264, 0.390, 0.275, 0.554, 0.656, 0.327, 0.426, 0.459, 0.211, 0.379, 0.281, 0.289, -1.315, -0.853, -0.187, -1.028, 0.827, -1.033, -0.575, -0.661, -1.260, -1.224, -0.335, -0.748, -1.156, -1.686, -0.957, -0.582, -1.155, 0.320, 0.379, 0.311, 0.409, 0.301, 0.352, 0.304, 0.711, 0.468, 0.619, 0.580, 0.337, 0.322, 0.395, 0.365, 0.380, 0.332, 0.327, 0.695, 0.537, 0.224, 0.259, 0.383, 0.412, 0.310, 0.319, 0.385, 0.809, 0.825, 0.421, 0.457, 0.336, 0.368, 0.394, 0.291, 0.290, -0.985, -0.904, -0.568, -1.223, 1.097, -0.950, 0.104, -0.817, -1.215, -1.057, -1.080, -0.177, -1.201, -1.057, -0.504, -0.785, -1.178, 0.315, 0.168, 0.354, 0.355, 0.373, 0.359, 0.463, 0.756, 0.616, 0.562, 0.434, 0.003, 0.109, 0.451, 0.387, 0.362, 0.326, 0.286, 0.457, 0.462, 0.385, 0.514, 0.331, 0.160, 0.345, 0.307, 0.358, 0.518, 0.693, 0.426, 0.026, 0.516, 0.323, 0.345, 0.287, 0.372, -1.212, -0.821, -0.447, -1.047, 1.112, -0.833, -0.581, -0.800, -1.133, -1.316, 0.049, -0.465, -1.328, -1.580, -0.493, -0.678, -1.283, 0.370, 0.316, 0.309, 0.460, 0.276, 0.478, 0.010, 0.561, 0.756, 0.473, 0.487, 0.273, 0.283, 0.427, 0.401, 0.313, 0.369, 0.292, 0.555, 0.481, 0.175, 0.135, 0.336, 0.370, 0.316, 0.339, 0.366, 0.720, 0.648, 0.394, 0.385, 0.338, 0.409, 0.334, 0.343, 0.357]}